No. 1
Molecular formula: C4H11N4
Method: DFT, ωB97M-V/def2-TZVPD

Structure (XYZ):
```
19
Properties=species:S:1:pos:R:3:forces:R:3:mulliken_charge:R:1
C 1.486734 -0.701818 1.632115 -3.5408 2.0439 0.4906 -0.642
C 0.446313 -0.158553 2.374097 0.5513 -2.0574 -3.0005 -0.150
C 0.835888 -1.066947 0.282194 1.9151 0.7930 -0.3864 0.080
C -1.718855 -1.112948 -0.287421 1.0958 0.6443 -2.0003 -0.913
N -0.570232 -0.728393 0.530110 -0.8933 -0.5325 0.6697 0.934
N 1.525120 -0.372561 -0.796857 0.3802 0.0710 1.5678 -0.568
N -1.075246 1.685917 -1.076911 -2.6253 -0.6848 1.0171 -0.717
N -0.823171 -0.341724 1.683203 1.6792 0.5982 0.7081 -0.613
H 2.500351 -0.451180 1.903325 0.3147 -0.7571 -0.4334 0.379
H 0.429345 0.350040 3.287040 0.0009 0.4523 1.1999 0.485
H 0.690340 -2.144604 0.130273 0.7976 -0.0844 -0.2861 0.370
H -1.656540 -0.714515 -1.313434 0.3119 0.0102 0.6760 0.331
H -1.973419 -2.135604 -0.386626 0.6053 -1.4136 0.4536 0.340
H -2.479715 -0.670626 0.235728 -2.2386 1.1504 0.8611 0.402
H 1.120927 -0.350384 -1.694363 -0.9540 -0.8899 -1.1241 0.282
H 1.675378 0.622240 -0.623956 -0.0166 -0.4207 0.6611 0.268
H -2.048994 1.480493 -1.451918 2.0556 0.4771 -1.0203 0.260
H -0.507483 2.365142 -1.597426 -1.1678 0.0085 0.3746 0.225
H -1.523710 2.038736 -0.202641 1.7290 0.5915 -0.4285 0.249
```
Positions in Å, forces in eV/Å.

Output
* net charge: +1
* energy above the lowest of the compared OMol25 structures with the same formula, charge and spin: 360.8 kJ/mol
* largest force on an atom: 0.080 hartree/bohr
* DFT total energy: -377.6893 Eh
* orbital gap: 8.455 eV
* HOMO: -14.066 eV



No. 2
Molecular formula: C6H8INO2S
Method: DFT, ωB97M-V/def2-TZVPD

Structure (XYZ):
```
19
Properties=species:S:1:pos:R:3:forces:R:3:mulliken_charge:R:1
C 0.505752 0.523292 1.529546 -1.0197 0.9647 -1.2458 1.129
C 0.337227 1.661183 2.135134 0.8414 3.4553 -1.3129 -0.639
C -0.041539 1.397881 -0.710027 1.1533 -1.0569 -0.9047 1.066
C 0.937080 0.595992 0.051695 0.0696 -3.0019 1.0481 -1.122
C 0.055044 -0.766589 1.965183 -0.6903 -3.1549 2.8135 -1.399
C -0.777232 0.838974 -1.839586 0.4661 -0.0650 -1.9886 -1.348
N -0.140881 2.639885 -0.596628 -0.2385 2.5485 0.7111 -0.602
O 0.162430 4.546599 1.122377 0.1959 -1.2136 -0.7456 -0.573
O 2.174389 3.427042 0.185982 -0.8880 -0.3983 0.1400 -0.567
S 0.784278 3.347194 0.599393 -0.2040 -0.6739 2.8010 0.963
I -0.477998 2.380490 3.875310 0.1971 -0.3153 -0.2862 0.194
H 1.918839 1.076395 0.109000 0.0007 -0.3989 -0.7805 0.433
H 0.923091 -0.535048 -0.275672 0.5081 2.4381 0.1281 0.365
H -0.799770 -1.252832 1.451373 0.2757 0.8651 -0.2783 0.293
H -0.262837 -0.834594 3.082547 0.8358 0.3310 -1.8029 0.330
H 0.875663 -1.486136 1.785134 -0.2218 0.0804 0.4002 0.349
H -0.197574 0.971568 -2.776759 0.3607 -0.0649 0.5828 0.311
H -1.587932 1.468904 -2.063910 -1.4221 0.6698 0.0263 0.428
H -1.062178 -0.181661 -1.888453 -0.2200 -1.0094 0.6945 0.390
```
Positions in Å, forces in eV/Å.

Output
* energy above the lowest of the compared OMol25 structures with the same formula, charge and spin: 293.5 kJ/mol
* largest force on an atom: 0.083 hartree/bohr
* DFT total energy: -1134.4180 Eh
* orbital gap: 8.999 eV
* HOMO: -9.129 eV



No. 3
Molecular formula: C4H13N2
Method: DFT, ωB97M-V/def2-TZVPD

Structure (XYZ):
```
19
Properties=species:S:1:pos:R:3:forces:R:3:mulliken_charge:R:1
C 0.548675 2.410463 0.795426 1.2908 0.3633 -0.3206 -0.870
N 0.419197 1.272032 -0.133364 0.0600 -1.3444 -1.1674 -0.285
C -0.047246 -0.165587 0.282373 -0.3074 1.9991 -0.4990 0.456
C -1.540379 -0.061845 0.227624 -1.2974 -1.3769 0.0211 -1.493
C 0.550018 -1.104236 -0.742863 -0.0149 -3.6980 1.0242 -0.836
N 0.083886 -2.489546 -0.302160 0.5170 0.5224 0.0296 -0.541
H -0.336337 2.587745 1.396003 0.0278 -0.3922 0.1254 0.313
H 0.671571 3.244259 0.105149 0.0661 0.3637 0.4206 0.391
H 1.497421 2.289900 1.354283 -0.8697 0.0972 0.0399 0.338
H -0.201256 1.556191 -0.893109 -0.1891 -0.0842 0.1007 0.443
H 1.288202 1.060961 -0.633790 0.2873 0.6773 0.3826 0.370
H 0.358256 -0.277385 1.297729 -0.1276 -0.4964 -0.4547 0.223
H -2.031693 -1.050904 0.248799 0.4900 0.2416 0.6438 0.368
H -1.906838 0.253645 -0.748684 0.2772 0.6350 -0.1563 0.457
H -1.970264 0.543281 1.024675 0.0250 0.0353 -0.0940 0.391
H 0.404604 -1.026100 -1.818885 -0.6159 1.0409 0.0269 0.340
H 1.627397 -1.179191 -0.612569 0.2331 0.3735 0.0798 0.498
H -0.736249 -2.913255 -0.733387 0.2420 0.7126 -0.1950 0.216
H 0.826446 -3.180844 -0.355316 -0.0944 0.3303 -0.0076 0.221
```
Positions in Å, forces in eV/Å.

Output
* net charge: +1
* energy above the lowest of the compared OMol25 structures with the same formula, charge and spin: 149.0 kJ/mol
* largest force on an atom: 0.075 hartree/bohr
* SMILES string: C[NH2+][C@@H](C)CN
* DFT total energy: -269.4439 Eh
* orbital gap: 10.147 eV
* HOMO: -13.351 eV